Record 1
{
  "formula": "CH4N2S2",
  "method": "ωB97M-V/def2-TZVPD",
  "symbols": ["C", "H", "H", "H", "H", "N", "N", "S", "S"],
  "positions_angstrom": [[-0.2018, 1.0086, -0.2036], [1.5404, -1.5437, 1.0935], [1.9265, 1.1221, -0.2554], [-0.1914, 2.1385, 0.1514], [-2.8446, -1.1835, 0.2154], [1.0676, 0.4201, -0.3205], [-1.3284, 0.4073, -0.1600], [1.5777, -1.1710, -0.2467], [-1.5460, -1.1984, -0.2740]],
  "e_lumo_ev": 0.6,
  "homo_energy_ev": -8.2094,
  "smiles": "S/N=C\\NS",
  "relative_energy_kj_mol": 185.0,
  "molar_mass_g_mol": 108.2,
  "gap_ev": 8.785,
  "charge": 0
}


Record 2
{
  "formula": "CH4N2S2",
  "method": "ωB97M-V/def2-TZVPD",
  "symbols": ["C", "H", "H", "H", "H", "N", "N", "S", "S"],
  "positions_angstrom": [[-0.1071, -0.3579, -0.0767], [2.8100, -0.3219, 1.2285], [1.0068, 1.4399, -0.3908], [-0.2722, -1.5024, -0.3383], [-3.3545, 1.0276, -0.4885], [1.0217, 0.1861, -0.0368], [-1.2286, 0.2905, 0.2064], [2.8169, -0.3337, -0.0825], [-2.6930, -0.4283, -0.0212]],
  "e_lumo_ev": -0.2,
  "homo_energy_ev": -7.6838,
  "relative_energy_kj_mol": 429.6,
  "molar_mass_g_mol": 108.2,
  "gap_ev": 7.437,
  "charge": 0
}


Record 3
{
  "formula": "CH4N2S2",
  "method": "ωB97M-V/def2-TZVPD",
  "symbols": ["C", "H", "H", "H", "H", "N", "N", "S", "S"],
  "positions_angstrom": [[0.6998, 0.3738, -0.0203], [2.6130, 1.0034, 0.0067], [1.4431, 2.2486, 0.0619], [-0.7393, 1.7759, 0.4571], [-0.7621, -1.2864, 0.7445], [1.6850, 1.2154, 0.1686], [-0.5325, 0.9862, -0.3325], [1.0323, -1.2469, -0.0490], [-1.9586, -0.0903, 0.0490]],
  "e_lumo_ev": 0.3,
  "homo_energy_ev": -8.5300,
  "relative_energy_kj_mol": 196.0,
  "molar_mass_g_mol": 108.2,
  "gap_ev": 8.865,
  "charge": 0
}


Record 4
{
  "formula": "CH4N2S2",
  "method": "ωB97M-V/def2-TZVPD",
  "symbols": ["C", "H", "H", "H", "H", "N", "N", "S", "S"],
  "positions_angstrom": [[0.2219, -0.0786, 0.0286], [-0.2422, 2.7136, 1.5555], [0.7517, -0.0981, 2.0023], [-0.3322, 0.5826, -0.6166], [1.5755, -1.8488, -2.5239], [0.1515, 0.4016, 1.3725], [0.7833, -1.1012, -0.4789], [-1.0126, 1.5444, 1.7555], [0.4109, -1.2932, -2.1833]],
  "e_lumo_ev": 0.7,
  "homo_energy_ev": -8.6089,
  "smiles": "S/N=C/NS",
  "relative_energy_kj_mol": 143.7,
  "molar_mass_g_mol": 108.2,
  "gap_ev": 9.260,
  "charge": 0
}


Record 5
{
  "formula": "CH4N2S3",
  "method": "ωB97M-V/def2-TZVPD",
  "symbols": ["C", "H", "H", "H", "H", "N", "N", "S", "S", "S"],
  "positions_angstrom": [[0.0531, 0.3342, 0.0837], [-2.7643, -0.9526, 1.1415], [-1.6397, 1.6095, -0.2287], [-0.4482, -1.7222, -0.0569], [1.8288, 0.3362, -1.0285], [-1.3095, 0.7038, 0.0747], [0.2316, -0.9792, 0.3602], [-2.5697, -0.3751, -0.1649], [1.1643, 1.5941, 0.0401], [2.0460, -1.1782, -0.0861]],
  "e_lumo_ev": 0.2,
  "homo_energy_ev": -8.1163,
  "relative_energy_kj_mol": 220.3,
  "molar_mass_g_mol": 140.3,
  "gap_ev": 8.348,
  "charge": 0
}


Record 6
{
  "formula": "CH4N3",
  "method": "ωB97M-V/def2-TZVPD",
  "symbols": ["C", "N", "N", "N", "H", "H", "H", "H"],
  "positions_angstrom": [[-1.2322, -0.2512, 0.3322], [2.1580, -0.1510, -2.1304], [1.6500, -0.0927, -1.1458], [-0.0935, 0.3782, 0.5821], [-2.0184, -0.0453, 1.0627], [-1.2000, -1.0106, -0.4798], [0.8717, 0.3118, 0.1658], [-0.1356, 0.8608, 1.6132]],
  "e_lumo_ev": -5.9,
  "homo_energy_ev": -19.1414,
  "relative_energy_kj_mol": 59.6,
  "molar_mass_g_mol": 58.1,
  "gap_ev": 13.212,
  "charge": 1
}


Record 7
{
  "formula": "CH4N3",
  "method": "ωB97M-V/def2-TZVPD",
  "symbols": ["C", "N", "N", "N", "H", "H", "H", "H"],
  "positions_angstrom": [[-0.2095, -0.1345, -0.2470], [-0.4528, 0.6111, 2.7022], [-0.3143, 1.2029, 1.7530], [0.7844, 0.1532, -0.9664], [-0.9240, -0.8182, -0.5148], [-0.5882, -0.2323, 3.2739], [0.8626, -0.2864, -2.0121], [1.3407, 1.0628, -0.7489]],
  "e_lumo_ev": [-5.3, -5.3],
  "homo_energy_ev": [-13.3377, -13.3410],
  "relative_energy_kj_mol": 439.2,
  "molar_mass_g_mol": 58.1,
  "gap_ev": [8.055, 8.062],
  "charge": 1
}


Record 8
{
  "formula": "CH4N3",
  "method": "ωB97M-V/def2-TZVPD",
  "symbols": ["C", "N", "N", "N", "H", "H", "H", "H"],
  "positions_angstrom": [[0.6926, -0.9154, 0.1690], [1.5449, -0.0728, 0.6135], [-0.5765, -0.4209, 0.0532], [-1.0744, 0.5874, -0.4198], [0.7434, -2.1028, 0.1364], [1.2677, 0.8978, 0.5285], [-0.5528, 1.1871, -1.1972], [-2.0448, 0.8396, 0.1165]],
  "e_lumo_ev": -7.3,
  "homo_energy_ev": -16.2927,
  "smiles": "[H]/N=C\\N=[NH2+]",
  "relative_energy_kj_mol": 387.5,
  "molar_mass_g_mol": 58.1,
  "gap_ev": 9.034,
  "charge": 1
}